Record 1
{
  "formula": "C11H15N",
  "method": "ωB97M-V/def2-TZVPD",
  "orbital_gap_ev": 8.73,
  "total_energy_ev": -13140.2327,
  "charge": 0,
  "multiplicity": 1,
  "de_lowest_ev": 0.559,
  "smiles": "Cc1c[nH]c2ccccc12.CC",
  "species": ["C", "C", "C", "N", "C", "C", "C", "C", "C", "C", "H", "H", "H", "H", "H", "H", "H", "H", "H", "C", "C", "H", "H", "H", "H", "H", "H"],
  "xyz": [[-0.242, 1.294, -2.807], [0.564, 1.132, -1.553], [1.905, 0.905, -1.446], [2.287, 0.949, -0.127], [1.161, 1.135, 0.651], [1.025, 1.298, 2.024], [-0.274, 1.285, 2.515], [-1.384, 1.272, 1.655], [-1.232, 1.340, 0.295], [0.069, 1.296, -0.214], [0.396, 1.499, -3.636], [-1.000, 2.039, -2.612], [-0.861, 0.433, -3.102], [2.512, 0.462, -2.225], [3.105, 0.573, 0.317], [1.797, 1.345, 2.778], [-0.379, 1.271, 3.592], [-2.334, 1.432, 2.153], [-2.087, 1.493, -0.352], [-0.571, -2.049, 0.386], [-0.744, -3.535, 0.155], [0.142, -1.859, 1.195], [-0.130, -1.583, -0.495], [-1.462, -1.520, 0.715], [-1.452, -3.810, -0.631], [-1.001, -4.159, 1.010], [0.192, -3.934, -0.244]],
  "forces_ev_per_angstrom": [[-0.682, -0.979, 0.779], [0.084, 0.213, -0.104], [-0.501, -0.809, -0.509], [-0.148, -0.116, 0.996], [0.356, 0.874, -0.197], [-0.891, -0.635, 0.714], [0.713, -0.083, -0.378], [-0.179, 0.829, 1.004], [0.092, 0.492, -0.014], [-0.240, -0.815, -0.356], [0.273, 0.564, -0.660], [0.079, 0.728, -0.365], [0.402, -0.235, 0.330], [0.380, 0.535, 0.139], [0.298, 0.029, -0.529], [0.503, -0.130, -0.402], [-0.319, 0.176, -0.009], [-0.248, -0.389, -0.367], [-0.003, -0.173, -0.052], [0.333, 0.055, 0.601], [0.298, -0.781, -0.675], [0.076, -0.162, -0.046], [-0.309, 0.161, -0.074], [-0.235, -0.045, -0.363], [-0.278, 0.412, 0.061], [-0.021, 0.349, 0.270], [0.166, -0.067, 0.202]]
}

Record 2
{
  "formula": "C11H15N",
  "method": "ωB97M-V/def2-TZVPD",
  "orbital_gap_ev": 8.74,
  "total_energy_ev": -13139.7676,
  "charge": 0,
  "multiplicity": 1,
  "de_lowest_ev": 1.024,
  "smiles": "Cc1c[nH]c2ccccc12.CC",
  "species": ["C", "C", "C", "N", "C", "C", "C", "C", "C", "C", "H", "H", "H", "H", "H", "H", "H", "H", "H", "C", "C", "H", "H", "H", "H", "H", "H"],
  "xyz": [[2.687, -0.163, 1.524], [1.405, 0.309, 0.965], [0.433, 0.903, 1.698], [-0.622, 1.305, 0.893], [-0.368, 0.888, -0.402], [-0.968, 1.237, -1.602], [-0.373, 0.890, -2.808], [0.960, 0.465, -2.801], [1.569, 0.084, -1.612], [0.935, 0.306, -0.395], [3.224, 0.433, 2.270], [3.465, -0.163, 0.749], [2.728, -1.206, 1.856], [0.365, 1.208, 2.732], [-1.553, 1.383, 1.273], [-2.001, 1.569, -1.611], [-0.964, 0.609, -3.672], [1.457, 0.070, -3.671], [2.600, -0.244, -1.673], [-1.654, -2.096, 1.727], [-3.037, -2.699, 1.439], [-1.633, -1.145, 2.243], [-1.117, -2.815, 2.355], [-1.114, -2.046, 0.787], [-3.325, -2.494, 0.410], [-3.831, -2.323, 2.085], [-3.065, -3.784, 1.554]],
  "forces_ev_per_angstrom": [[2.174, -0.586, -0.754], [-0.347, 0.227, 0.971], [-0.680, 0.401, -0.084], [-0.384, -0.446, -0.098], [1.642, 0.766, -0.024], [-1.321, -0.817, -0.446], [0.360, -0.772, 0.544], [-0.104, -1.759, 0.714], [0.485, 0.905, -0.393], [-0.314, 0.445, 0.018], [-0.916, 0.202, 0.274], [-0.237, -0.022, -0.315], [-0.509, 0.083, 0.157], [0.320, -0.384, 0.092], [0.060, 0.241, -0.123], [-0.007, 0.146, 0.052], [-0.097, 1.133, -0.270], [-0.106, 0.466, -0.551], [-0.038, -0.242, 0.248], [-0.028, -1.326, 0.095], [-0.333, 0.266, -0.047], [-0.218, 0.235, -0.117], [0.166, 0.289, 0.035], [0.283, 0.322, 0.019], [-0.175, 0.071, -0.013], [0.076, 0.133, 0.038], [0.248, 0.023, -0.020]]
}